{
  "formula": "C24H66F3O12S10Tl",
  "method": "ωB97M-V/def2-TZVPD",
  "symbols": ["Tl", "S", "S", "S", "S", "S", "S", "S", "S", "S", "S", "F", "F", "F", "O", "O", "O", "O", "O", "O", "O", "O", "O", "O", "O", "O", "C", "C", "C", "C", "C", "C", "C", "C", "C", "C", "C", "C", "C", "C", "C", "C", "C", "C", "C", "C", "C", "C", "C", "C", "H", "H", "H", "H", "H", "H", "H", "H", "H", "H", "H", "H", "H", "H", "H", "H", "H", "H", "H", "H", "H", "H", "H", "H", "H", "H", "H", "H", "H", "H", "H", "H", "H", "H", "H", "H", "H", "H", "H", "H", "H", "H", "H", "H", "H", "H", "H", "H", "H", "H", "H", "H", "H", "H", "H", "H", "H", "H", "H", "H", "H", "H", "H", "H", "H", "H"],
  "xyz": [[-19.3541, -2.0757, -17.9732], [-19.0702, 7.1176, -13.5507], [-24.6556, 6.9640, -12.5577], [-25.5468, 3.3726, -18.4324], [-25.8368, 0.3459, -10.7925], [-16.6818, 1.2471, -11.8874], [-23.4660, -1.4457, -19.5468], [-28.5601, -0.3705, -16.6240], [-17.0503, 6.1258, -19.3988], [-19.0824, 0.8442, -21.0236], [-20.4046, -2.5895, -13.9052], [-20.6372, 3.4008, -17.5746], [-21.0629, 3.9138, -15.5831], [-19.2147, 3.0249, -16.0215], [-22.3108, 1.2886, -15.9281], [-26.1452, 1.9948, -18.0821], [-15.4974, 5.7631, -19.3026], [-17.9649, 6.8987, -14.5749], [-25.0059, 1.5958, -10.4766], [-23.1789, 7.0579, -12.0815], [-18.9937, -0.2900, -20.0071], [-19.8007, -1.8974, -15.0960], [-20.3855, 0.4969, -16.8666], [-21.8826, -1.4504, -19.4531], [-17.5259, 0.2636, -11.1086], [-29.5767, -1.2221, -15.8175], [-19.2753, -0.0229, -22.6609], [-24.2790, -1.1504, -17.8908], [-25.2280, 5.2822, -13.1785], [-27.9352, 0.8572, -15.3989], [-25.8186, 3.4690, -20.2983], [-16.4285, 2.7739, -10.8940], [-20.5308, 2.9832, -16.3496], [-29.6963, 0.8060, -17.3871], [-24.7122, 7.7168, -14.2595], [-24.5374, 1.6689, -14.7892], [-23.7263, 2.9819, -18.2564], [-20.9244, 1.4408, -15.9145], [-22.9576, 1.6511, -14.7162], [-19.4189, 5.5248, -12.7229], [-20.8200, 1.2335, -20.7347], [-23.9611, -3.2047, -19.5289], [-22.1879, -2.5523, -14.4391], [-17.7151, 5.5529, -17.7542], [-20.5655, 7.0975, -14.6342], [-25.9572, -0.5700, -9.1354], [-17.9372, 4.7983, -20.3100], [-17.8742, 2.0350, -13.0480], [-24.6934, -0.9497, -11.6356], [-20.4713, -1.3762, -12.4907], [-22.6613, 0.9489, -13.9370], [-15.9473, 3.4437, -11.6067], [-23.8504, -1.6188, -17.0048], [-25.6462, 7.7599, -14.8196], [-24.9647, -0.6128, -8.6867], [-17.5596, 4.9520, -21.3209], [-17.1968, 6.1616, -17.0133], [-20.5719, 7.7584, -15.5010], [-17.3319, 3.3190, -10.6208], [-24.0994, 7.0827, -14.9003], [-24.7590, -3.5383, -18.8655], [-20.9527, 1.8560, -19.8498], [-24.2549, 4.8956, -13.4814], [-25.7523, 5.3036, -14.1339], [-28.7817, 1.2657, -14.8469], [-25.3950, 2.5737, -20.7535], [-19.3721, 4.7473, -13.4855], [-21.3421, 7.5190, -13.9960], [-24.3942, -0.0826, -17.7046], [-29.1117, 1.4860, -18.0068], [-23.7083, -0.6076, -11.3184], [-27.2020, 0.4076, -14.7293], [-22.2662, -1.9815, -15.3644], [-30.2349, 0.1075, -18.0274], [-20.8296, 6.0728, -14.8955], [-19.0139, 4.8852, -20.1641], [-24.9147, 2.4996, -15.3856], [-24.9592, 1.7420, -13.7868], [-24.9768, -1.9647, -11.3573], [-26.5988, -0.1043, -8.3873], [-17.7632, 1.5674, -14.0263], [-17.7608, 3.1186, -13.0796], [-20.4504, -0.3484, -12.8529], [-25.7054, 4.7075, -12.3850], [-21.4864, 0.3745, -20.6562], [-17.5634, 3.7751, -20.2718], [-21.3897, -1.3175, -11.9066], [-17.5630, 4.4881, -17.5777], [-20.3671, 5.6162, -12.1933], [-20.6082, 1.1550, -14.9113], [-23.3938, 2.1091, -18.8184], [-19.5949, -1.4927, -11.8532], [-18.3042, -0.1050, -23.1490], [-24.1355, 8.6415, -14.2358], [-24.9049, -0.8578, -12.7009], [-27.5072, 1.7751, -15.8020], [-25.4727, 4.4260, -20.6889], [-23.1197, 3.7370, -18.7564], [-19.9514, 0.5747, -23.2723], [-18.7961, 5.6821, -17.7009], [-15.8325, 2.5177, -10.0180], [-22.8583, 2.6680, -14.3363], [-22.3987, -3.6129, -14.5762], [-22.7975, -2.1514, -13.6292], [-26.3548, -1.5492, -9.4020], [-25.0054, 0.7406, -15.1170], [-21.2343, 1.8098, -21.5620], [-24.1679, -3.7113, -20.4717], [-18.9367, 1.9181, -12.8344], [-23.2396, -3.8645, -19.0469], [-25.3362, -1.4148, -17.8715], [-18.6745, 5.4836, -11.9277], [-30.4101, 1.2726, -16.7082], [-23.4922, 2.9396, -17.1927], [-19.7828, -0.9873, -22.6411], [-26.8563, 3.4266, -20.6291]],
  "e_lumo_ev": [-2.46, -5.40],
  "s2": 0.754,
  "spin_multiplicity": 2,
  "e_homo_ev": [-10.448, -10.448],
  "charge": 1,
  "gap_ev": [7.99, 5.05]
}

{
  "formula": "C24H66N5NaO7",
  "method": "ωB97M-V/def2-TZVPD",
  "symbols": ["Na", "O", "O", "O", "O", "O", "O", "O", "N", "N", "N", "N", "N", "C", "C", "C", "C", "C", "C", "C", "C", "C", "C", "C", "C", "C", "C", "C", "C", "C", "C", "C", "C", "C", "C", "C", "C", "H", "H", "H", "H", "H", "H", "H", "H", "H", "H", "H", "H", "H", "H", "H", "H", "H", "H", "H", "H", "H", "H", "H", "H", "H", "H", "H", "H", "H", "H", "H", "H", "H", "H", "H", "H", "H", "H", "H", "H", "H", "H", "H", "H", "H", "H", "H", "H", "H", "H", "H", "H", "H", "H", "H", "H", "H", "H", "H", "H", "H", "H", "H", "H", "H", "H"],
  "xyz": [[-0.9743, -1.8119, 2.8229], [-0.1191, -1.5358, 0.5609], [4.4704, -4.1567, -1.8121], [-4.6575, -0.2130, -0.1288], [1.1082, 4.4604, 2.9313], [-2.2270, 6.1717, -1.8825], [-0.8411, 0.1317, 4.1186], [-0.0866, -1.3165, -3.3184], [1.2813, -1.7225, 3.8324], [2.1958, -3.6577, 0.2111], [-2.9886, -2.1995, -1.0760], [1.9240, -3.0539, -2.9281], [0.0634, 4.4815, -0.5802], [-0.8873, 0.6722, -0.0739], [-2.6609, 5.4318, -3.0319], [-1.2012, -0.5672, -3.6824], [0.2408, 0.0544, 5.0412], [-4.7516, -0.5743, -1.4823], [-5.3444, -2.9992, -0.9817], [3.4632, -2.9189, -0.0066], [-2.8070, 3.9691, -2.6959], [4.5858, -3.8352, -0.4338], [0.2652, -0.2829, 0.1451], [-0.1222, 4.7311, 0.8711], [-1.4835, 4.2312, 1.3758], [-1.1807, 1.4640, 3.7892], [2.0051, 3.6585, 3.6598], [1.8737, -1.4884, 6.1776], [3.8887, -2.1928, 1.2904], [2.2236, -1.8309, -3.6816], [-4.3450, -2.0279, -1.6613], [-4.8936, 1.1592, 0.0843], [5.4139, -5.1156, -2.1902], [0.7493, -1.3711, 5.1585], [3.1386, -2.1088, -4.8784], [1.0704, 4.0965, 1.5710], [0.9500, -1.2399, -4.2749], [1.6823, 2.6106, 3.6582], [-2.7027, -1.3019, -0.7003], [-1.6317, 0.2643, -0.7622], [-5.8789, 1.4581, -0.3023], [1.0152, 0.1851, 0.8350], [-1.9973, 5.5750, -3.8930], [1.9614, 4.4580, 1.0414], [5.3950, -5.2351, -3.2733], [1.1387, -0.1785, -4.4917], [1.4939, -1.5581, 7.2108], [1.0468, 0.7223, 4.7062], [-1.4178, 0.9065, 0.8597], [2.4011, -2.4415, 6.1253], [1.7162, -2.6359, 3.7682], [5.5572, -3.3423, -0.2978], [-1.7156, -0.9886, -4.5627], [-2.2354, 4.7151, 0.7499], [4.9433, -1.8994, 1.2527], [3.2733, -2.1421, -0.7479], [-0.9668, 0.4865, -3.8934], [1.4277, -3.6483, -3.5962], [-0.3219, 3.5442, -0.7076], [-1.3312, 2.0945, 4.6744], [-3.6754, 3.8381, -2.0403], [2.0159, -1.0772, 3.5641], [4.1773, -2.3546, -4.6408], [-0.0717, 0.4427, 6.0190], [2.2834, -4.1900, 1.0793], [2.8047, -3.5656, -2.8408], [-5.0537, -3.2979, 0.0210], [3.2609, -1.3187, 1.4655], [-3.0274, -2.7560, -0.2307], [-5.5716, -3.8502, -1.6216], [2.5630, -0.6449, 6.1887], [3.0173, 3.7580, 3.2495], [-4.0812, 0.0238, -2.1215], [-2.1040, 1.4355, 3.2160], [-0.1145, -1.9760, 5.4513], [-1.9238, -0.6059, -2.8652], [-4.2921, -2.3050, -2.7159], [2.6538, -1.0661, -3.0311], [2.0473, 3.9876, 4.6983], [5.2459, -6.1032, -1.7383], [-0.5936, 1.6290, -0.5213], [-4.9266, 1.3108, 1.1621], [6.4362, -4.8158, -1.9120], [1.0089, 3.0091, 1.3955], [2.7554, -3.0044, -5.3816], [-0.0999, 5.8175, 1.0061], [-1.5190, 3.1447, 1.2857], [-6.2957, -2.4605, -0.8937], [3.1670, -1.3235, -5.6421], [-4.1172, 1.7732, -0.3846], [0.8248, -0.4130, -0.8050], [-3.1568, 3.4255, -3.5779], [-2.3818, 7.1020, -2.0663], [-5.7871, -0.3936, -1.8085], [-0.4044, 1.9645, 3.2002], [-1.6378, 4.5630, 2.4044], [0.6241, -1.7594, -5.1885], [-0.6380, 5.0362, -1.0721], [1.5836, -2.8760, 0.4960], [-3.6231, 5.8503, -3.3503], [-1.9181, 3.5268, -2.2603], [4.5464, -4.7587, 0.1603], [3.8060, -2.8631, 2.1540]],
  "relative_energy_kcal_mol": 0.00,
  "e_lumo_ev": -0.36,
  "e_homo_ev": -6.363,
  "gap_ev": 6.00
}

{
  "formula": "C24H66O12",
  "method": "ωB97M-V/def2-TZVPD",
  "symbols": ["O", "O", "O", "O", "O", "O", "O", "O", "O", "O", "O", "O", "C", "C", "C", "C", "C", "C", "C", "C", "C", "C", "C", "C", "C", "C", "C", "C", "C", "C", "C", "C", "C", "C", "C", "C", "H", "H", "H", "H", "H", "H", "H", "H", "H", "H", "H", "H", "H", "H", "H", "H", "H", "H", "H", "H", "H", "H", "H", "H", "H", "H", "H", "H", "H", "H", "H", "H", "H", "H", "H", "H", "H", "H", "H", "H", "H", "H", "H", "H", "H", "H", "H", "H", "H", "H", "H", "H", "H", "H", "H", "H", "H", "H", "H", "H", "H", "H", "H", "H", "H", "H"],
  "xyz": [[-8.3566, -18.6731, 26.3085], [-1.3396, -18.7024, 32.1551], [-9.5723, -22.0513, 32.0563], [-3.5586, -17.8200, 30.5896], [-4.0975, -20.9347, 37.4453], [-7.2817, -23.2391, 33.4402], [-4.7024, -15.6122, 35.5876], [-5.2442, -19.9811, 30.2677], [-11.2395, -20.2335, 34.6766], [-6.1901, -20.6755, 33.7382], [-3.9582, -22.2638, 29.8849], [-1.8839, -16.0331, 34.4817], [-5.3797, -20.2723, 32.6172], [-2.2309, -21.3734, 35.9150], [-5.4473, -16.8024, 35.3768], [-3.2589, -20.3226, 36.4332], [-6.2237, -20.1397, 31.2962], [-4.5803, -23.1985, 29.0746], [-4.8627, -22.5622, 27.6536], [-2.7866, -17.6931, 29.4615], [-9.1523, -19.0190, 27.4493], [-1.5995, -18.2283, 33.3583], [-5.7716, -23.7555, 29.9062], [-9.7193, -21.0108, 33.1668], [-5.9271, -24.6304, 34.6587], [-7.3817, -24.3035, 34.1677], [-8.2373, -23.7889, 35.4269], [-9.3178, -18.0140, 28.4622], [-5.8959, -16.7781, 33.9057], [-6.5558, -16.7382, 36.4547], [-1.6816, -16.6915, 33.2317], [-1.5594, -16.8001, 29.5498], [-8.3784, -20.2896, 27.8743], [-2.6591, -19.1432, 37.1276], [-3.6153, -17.5986, 28.1905], [-11.0986, -21.2842, 33.7607], [-6.5287, -21.5650, 33.5167], [-10.1992, -19.3764, 27.3188], [-4.7043, -17.5524, 35.5907], [-10.0816, -21.9183, 31.2355], [-3.8115, -15.7747, 35.2256], [-5.1972, -16.7328, 33.1842], [-11.7954, -21.5533, 33.0533], [-6.1441, -16.6505, 37.5051], [-2.6288, -16.3736, 32.7645], [-5.4945, -21.6816, 27.8101], [-3.8891, -20.1090, 35.6203], [-4.1269, -16.6871, 28.2819], [-2.0446, -18.5412, 36.4800], [-9.7682, -20.0426, 32.5928], [-7.2166, -17.6026, 36.4496], [-3.2645, -17.4438, 27.1648], [-12.0954, -20.3736, 35.1638], [-5.3072, -24.9467, 33.8915], [-9.0841, -20.6177, 28.7032], [-2.6189, -18.5733, 33.6624], [-4.2377, -18.4327, 30.5111], [-3.1994, -22.5465, 30.1255], [-7.0338, -19.3992, 31.2748], [-4.6521, -20.6174, 30.0134], [-1.5376, -21.3113, 36.5105], [-6.7302, -20.8720, 31.0481], [-2.0613, -18.5247, 31.6329], [-9.7316, -16.9795, 28.2784], [-4.9130, -21.2780, 37.1380], [-1.2770, -15.3380, 34.7478], [-3.8509, -22.4151, 27.3522], [-5.6079, -24.1456, 30.8114], [-7.8489, -25.0695, 33.6543], [-9.2626, -23.5697, 35.1769], [-0.9551, -17.1378, 30.2208], [-7.2796, -20.0289, 28.0919], [-3.9615, -23.8764, 28.6786], [-9.8989, -18.3684, 29.2264], [-5.8964, -25.5326, 35.3951], [-5.2525, -23.1591, 26.9497], [-6.6340, -17.5013, 33.6134], [-1.7039, -15.7495, 29.8004], [-0.9552, -16.9325, 28.5940], [-8.3215, -24.7574, 36.2504], [-11.2170, -22.1519, 34.2092], [-2.3055, -18.7443, 29.3989], [-8.6033, -18.0222, 29.0640], [-8.8690, -19.1114, 25.5830], [-3.6164, -18.6700, 37.4992], [-8.6314, -20.9789, 27.1008], [-6.1241, -24.4285, 29.2230], [-5.5174, -23.5862, 34.8705], [-4.6589, -21.1220, 32.6420], [-8.8436, -20.9479, 34.0722], [-5.0048, -19.2598, 33.0314], [-6.5826, -16.0623, 33.5110], [-4.5281, -18.2900, 28.1324], [-2.4110, -22.3299, 35.8856], [-0.8904, -18.4703, 34.1379], [-7.6883, -22.8827, 36.0023], [-2.0551, -19.2183, 38.0509], [-6.5535, -23.1014, 29.8089], [-2.0842, -21.0830, 34.9407], [-8.1609, -22.9543, 32.9306], [-0.7040, -16.3012, 32.7719], [-6.9847, -15.7652, 36.3119]],
  "relative_energy_kcal_mol": 294.81,
  "e_lumo_ev": 0.10,
  "e_homo_ev": -9.330,
  "smiles": "CC(C)O.CC(C)O.CC(C)O.CC(C)O.CC(C)O.CC(C)O.OCCO.OCCO.OCCO",
  "gap_ev": 9.43
}

{
  "formula": "C24H67N6O7Sr2",
  "method": "ωB97M-V/def2-TZVPD",
  "symbols": ["Sr", "Sr", "O", "O", "O", "O", "O", "O", "O", "N", "N", "N", "N", "N", "N", "C", "C", "C", "C", "C", "C", "C", "C", "C", "C", "C", "C", "C", "C", "C", "C", "C", "C", "C", "C", "C", "C", "C", "C", "H", "H", "H", "H", "H", "H", "H", "H", "H", "H", "H", "H", "H", "H", "H", "H", "H", "H", "H", "H", "H", "H", "H", "H", "H", "H", "H", "H", "H", "H", "H", "H", "H", "H", "H", "H", "H", "H", "H", "H", "H", "H", "H", "H", "H", "H", "H", "H", "H", "H", "H", "H", "H", "H", "H", "H", "H", "H", "H", "H", "H", "H", "H", "H", "H", "H", "H"],
  "xyz": [[-1.6658, 2.4416, -0.2850], [-1.6125, -0.4264, -2.6489], [-5.6773, -2.0301, 2.2030], [0.6609, 0.9838, 6.8225], [3.0090, 0.2750, -5.4499], [-0.1579, 0.5310, -0.9476], [3.6863, -1.6531, 1.0589], [0.6645, 3.4764, -1.6211], [-1.8027, -2.7819, -1.7600], [0.4280, -0.6838, -4.3899], [-2.3292, -2.1841, -4.4895], [0.2842, 0.4469, 3.2023], [-2.1503, -0.6586, 1.7381], [-0.8175, 4.7995, 0.5446], [1.9272, 1.6617, 0.9331], [0.4402, 6.7345, 0.0964], [1.1647, 2.0509, 7.6623], [-2.9675, -1.3318, 3.8647], [-4.7428, -0.8296, 2.1474], [0.8925, -1.2597, 4.8047], [1.6803, -0.9775, -3.7861], [3.7743, 0.1991, -6.6419], [3.8891, 1.1507, 2.1836], [2.5398, -0.7539, 1.0369], [1.5693, -2.3275, -3.1131], [2.7588, -1.0392, -4.9294], [-0.0680, 5.4401, -0.5184], [0.2677, 0.1503, 4.6044], [4.3980, -1.7613, -0.1702], [-1.3146, -3.1936, -0.5344], [-7.0070, -1.5731, 2.0008], [-2.0578, -3.8770, -2.6742], [1.7226, 2.7325, -2.1765], [1.1452, 4.6218, -0.9934], [3.0260, 0.7441, 0.9439], [0.7691, 1.2782, 5.4522], [-3.5767, -4.1748, -4.8262], [-3.0122, -3.2175, -3.7221], [-3.2520, -1.3610, 2.4262], [-2.7871, -4.4601, -5.5215], [0.7162, 6.6683, 1.1488], [-2.0987, -3.7065, 0.0227], [3.6135, 0.9390, 0.0467], [-1.4172, 5.5121, 0.9352], [-0.0692, -0.3326, 2.6662], [-1.7436, -2.6076, -5.1950], [0.2127, 2.2056, 5.3171], [-4.8357, -0.4188, 1.1420], [1.9316, -1.0163, 0.1713], [5.1519, -2.5419, -0.0679], [-7.0956, -1.1318, 1.0081], [0.5877, 2.9741, 7.7164], [1.4737, 1.4741, 1.8158], [1.6899, 4.2575, -0.1223], [3.3093, -0.4144, -7.4136], [2.1402, 3.2251, -3.0546], [0.2127, -0.1073, -0.3074], [1.0004, -2.2018, -2.1919], [2.4539, -1.7171, -5.7267], [-7.1943, -0.7986, 2.7445], [1.2312, 7.1239, -0.5446], [-0.7489, 5.7417, -1.3143], [3.7341, -1.4040, -4.6075], [0.7135, -1.6155, 5.8193], [4.8268, -0.8236, -0.5239], [-0.4586, 1.0845, 2.9537], [1.7725, 1.4911, 5.0835], [1.9781, -0.2143, -3.0671], [4.8199, -0.0333, -6.4400], [-2.0462, -1.8583, 4.1138], [-2.2756, -0.6825, 0.7362], [3.7537, -2.1023, -0.9805], [3.6868, 1.2115, -7.0362], [0.4748, -2.0264, 4.1522], [2.5921, -2.5661, -2.8216], [-1.1319, -4.1234, -3.1937], [-0.7788, 0.0124, 4.8762], [1.2009, 1.7287, 8.7030], [0.2048, -1.4930, -4.9516], [-3.0110, -0.2961, 4.2016], [-1.1196, -2.2682, 0.0075], [-2.1637, 0.3152, 2.0059], [-3.1910, -2.4185, 2.1691], [3.3153, 1.1694, 3.1101], [1.8899, -1.0277, 1.8680], [-0.1797, 4.6870, 1.3197], [1.8108, 5.3320, -1.4840], [-4.4044, -3.6955, -5.3489], [0.6725, 0.0565, -5.0320], [1.9764, -1.1871, 4.7145], [-0.3922, 7.4336, 0.1779], [1.0992, -3.1091, -3.7100], [4.7441, 0.4834, 2.2926], [-3.7610, -1.9543, 4.2779], [-4.0074, -5.1220, -4.5013], [4.2707, 2.1706, 2.1352], [2.5498, 2.5592, -1.4882], [-2.9317, -1.6313, -5.0823], [-7.7436, -2.3765, 1.9990], [-0.3998, -3.7619, -0.7026], [1.3336, 1.7698, -2.5083], [2.1946, 2.3198, 7.4273], [1.3087, 1.1858, 0.2919], [-5.0950, -0.0936, 2.8701], [-2.3298, -4.7333, -2.0570], [-3.7226, -2.6823, -3.0920]],
  "relative_energy_kcal_mol": 95.65,
  "e_lumo_ev": -10.54,
  "e_homo_ev": -15.064,
  "charge": 3,
  "gap_ev": 4.52
}